Entry w
The following is a quantum chemistry calculation of the ion C5H10N3 with charge +1, from OMol25.

## Properties
charge: +1
molar mass: 112.16 g mol⁻¹
orbital gap: 9.1 eV
SMILES: [H]/N=C\C/C(=N/[H])C(=C)[NH3+]

The geometry in XYZ format:
```
18
Properties=species:S:1:pos:R:3:lowdin_charge:R:1
C 2.28 -0.31 0.25 -0.219
C 0.07 0.79 0.14 -0.385
C 1.09 0.29 1.06 -0.113
C -1.26 0.00 0.06 -0.229
C -2.47 0.45 -0.20 0.132
N 2.68 0.10 -0.85 0.137
N 0.27 1.79 -0.55 0.198
N -1.02 -1.40 -0.25 0.251
H 2.91 -1.00 0.79 0.106
H 0.65 -0.52 1.68 0.114
H 1.59 0.90 1.76 0.122
H -2.82 1.46 -0.09 0.092
H 2.23 0.91 -1.20 0.026
H -3.21 -0.31 -0.68 0.135
H -0.50 2.15 -1.24 0.141
H -0.54 -1.65 -1.10 0.188
H -1.71 -2.01 0.09 0.154
H -0.22 -1.64 0.34 0.149
```


Entry x
The following is a quantum chemistry calculation of a structure of composition C5H10N3, from OMol25.

## Properties
charge: +1
molar mass: 112.16 g mol⁻¹
orbital gap: 9.5 eV

The geometry in XYZ format:
```
18
Properties=species:S:1:pos:R:3:lowdin_charge:R:1
C 0.79 -1.45 -0.31 -0.136
C 1.66 1.11 0.62 0.042
C 0.21 0.63 -1.22 -0.142
C -1.67 -0.67 -0.10 -0.096
C -0.24 -0.70 -0.67 -0.219
N 1.81 -1.81 0.17 0.242
N 0.56 1.31 0.03 -0.060
N -1.54 0.46 0.86 0.113
H 1.60 1.20 1.65 0.075
H 2.62 0.85 -0.02 0.148
H 1.15 0.62 -1.94 0.168
H -0.68 0.89 -1.86 0.146
H -2.49 -0.55 -0.74 0.109
H -2.03 -1.54 0.35 0.110
H 2.55 -2.39 -0.17 0.108
H -0.66 1.21 0.59 0.090
H -2.50 0.70 1.02 0.147
H -1.14 0.12 1.74 0.154
```


Entry y
The following is a quantum chemistry calculation of the ion C5H10N3 with charge +1, from OMol25.

## Properties
charge: +1
molar mass: 112.16 g mol⁻¹
orbital gap (alpha / beta): 7.4 / 7.4 eV
SMILES: CC/N=C/C=C\N=[NH2+]

The geometry in XYZ format:
```
18
Properties=species:S:1:pos:R:3:lowdin_charge:R:1
C 0.90 1.91 -1.04 0.044
C 1.55 0.80 -1.61 -0.041
C 0.03 1.72 0.11 -0.128
C -0.89 -1.35 1.70 -0.074
C -1.31 0.12 1.40 -0.233
N 1.02 -0.37 -1.21 -0.004
N -0.52 0.60 0.29 0.024
N 0.77 -1.54 -1.50 0.169
H 1.18 2.90 -1.33 0.114
H 2.35 0.74 -2.27 0.111
H -0.19 2.66 0.62 0.138
H -1.28 -1.88 0.77 0.083
H -1.33 -1.72 2.52 0.030
H 0.20 -1.51 1.66 0.080
H -1.28 0.88 2.31 0.153
H -2.36 0.01 0.95 0.146
H 0.30 -2.10 -0.75 0.150
H 0.87 -1.87 -2.59 0.237
```


Entry z
The following is a quantum chemistry calculation of the ion C5H10N3 with charge +1, from OMol25.

## Properties
charge: +1
molar mass: 112.16 g mol⁻¹
orbital gap: 9.5 eV

The geometry in XYZ format:
```
18
Properties=species:S:1:pos:R:3:lowdin_charge:R:1
C 1.06 -0.73 -1.10 -0.056
C 0.41 -1.97 -0.71 -0.185
C -1.13 -0.50 0.47 -0.206
C -0.46 2.12 0.12 -0.001
C -0.25 0.60 0.13 -0.153
N 1.93 -0.18 -1.75 0.242
N -0.36 -1.78 0.49 -0.042
N 0.29 1.52 1.22 0.115
H -0.29 -2.30 -1.47 0.139
H 1.25 -2.65 -0.69 0.145
H -1.54 -0.37 1.43 0.115
H -1.88 -0.34 -0.26 0.124
H -0.08 2.74 -0.57 0.089
H -1.39 2.39 0.50 0.107
H 2.34 0.68 -1.92 0.081
H -0.94 -2.63 0.65 0.146
H 1.23 1.72 1.31 0.135
H -0.18 1.67 2.16 0.207
```


Which structure loses on stability? entry y does.


Entry w
The following is a quantum chemistry calculation of the ion C5H10N3 with charge +1, from OMol25.

## Properties
charge: +1
molar mass: 112.16 g mol⁻¹
orbital gap: 9.1 eV
SMILES: [H]/N=C(\N)C=[N+]=C(C)C

The geometry in XYZ format:
```
18
Properties=species:S:1:pos:R:3:lowdin_charge:R:1
C 0.38 1.54 0.20 0.075
C 1.59 0.78 0.62 -0.465
C -1.20 -0.25 -0.40 -0.256
C -1.89 -1.18 0.51 0.023
C -1.19 -0.76 -1.85 0.048
N -0.59 0.80 -0.10 0.176
N 1.39 -0.46 0.66 0.158
N 2.76 1.43 0.88 0.153
H 0.19 2.57 0.59 0.165
H -1.25 -1.99 0.63 0.082
H -2.75 -1.52 -0.15 0.122
H -2.26 -0.64 1.45 0.135
H -1.75 -1.65 -1.91 0.081
H -0.27 -1.06 -2.20 0.079
H -1.49 0.00 -2.50 0.088
H 2.29 -1.03 0.87 0.135
H 2.68 2.40 1.15 0.101
H 3.35 1.02 1.56 0.100
```


Entry x
The following is a quantum chemistry calculation of the ion C5H10N3 with charge +1, from OMol25.

## Properties
charge: +1
molar mass: 112.16 g mol⁻¹
orbital gap: 9.6 eV

The geometry in XYZ format:
```
18
Properties=species:S:1:pos:R:3:lowdin_charge:R:1
C 0.41 -0.85 0.88 -0.047
C 0.11 -0.14 -1.53 0.046
C -0.19 1.07 -0.69 -0.133
C -0.46 -0.30 -0.08 -0.360
C -1.73 -1.17 0.08 0.015
N 0.81 -1.71 1.65 0.286
N 1.71 0.99 0.91 -0.018
N 1.02 1.74 -0.05 -0.085
H -0.65 -0.47 -2.14 0.099
H 1.06 -0.56 -1.56 0.113
H -1.12 1.70 -0.97 0.199
H -2.44 -0.92 -0.78 0.127
H -2.26 -0.83 0.86 0.046
H -1.57 -2.23 0.13 0.104
H 1.67 -1.92 2.11 0.115
H 1.35 1.03 1.85 0.043
H 1.75 1.95 -0.92 0.260
H 0.52 2.62 0.24 0.190
```


Which structure loses on stability? entry x does.